No. 1
Below is a molecular structure, C42H54BBaN5O3P2SSi2, with properties calculated with the ωB97M-V functional and the def2-TZVPD basis.

```
111
Properties=species:S:1:pos:R:3
Ba -0.46647 0.49093 -1.60232
C -3.65570 -3.19834 1.52130
Si -3.26853 -1.89224 0.20177
C -4.80840 -0.83331 0.03741
C -3.10089 -2.86056 -1.40097
N -1.84306 -1.01358 0.49272
P -1.37177 -0.04008 1.67923
C -0.40166 1.25207 1.29243
P 1.23893 1.18096 1.09659
N 1.84530 0.16121 0.01207
Si 3.25791 -0.63426 -0.42522
C 3.35041 -0.82778 -2.29408
C 3.37617 -2.40844 0.26988
C 4.88857 0.15811 0.11942
C 1.73035 2.88718 0.59418
C 0.97977 3.98597 1.01292
C 1.32077 5.27108 0.61913
C 2.41107 5.47825 -0.21822
C 3.15019 4.39217 -0.66152
C 2.80858 3.10800 -0.25467
C 2.21556 0.96917 2.65792
C 2.50867 2.03459 3.50727
C 3.19153 1.83145 4.69868
C 3.58810 0.55235 5.06793
C 3.28572 -0.51975 4.24054
C 2.60392 -0.30877 3.05126
C -2.86960 0.62600 2.52681
C -3.59391 -0.10268 3.46551
C -4.77643 0.39592 3.99812
C -5.25397 1.63312 3.59027
C -4.53169 2.37511 2.66290
C -3.34574 1.87793 2.14527
C -0.65747 -1.08529 3.02157
C -0.38769 -0.53892 4.27673
C 0.21532 -1.29652 5.26698
C 0.58042 -2.61395 5.01055
C 0.33411 -3.16356 3.76089
C -0.28921 -2.40294 2.77749
H -4.46702 -3.84584 1.17250
H -3.97386 -2.74749 2.46342
H -2.78592 -3.82884 1.72742
H -5.66943 -1.45575 -0.22653
H -4.67216 -0.10179 -0.76276
H -5.04399 -0.29887 0.96041
H -4.05251 -3.34676 -1.63564
H -2.33752 -3.64099 -1.33044
H -2.85279 -2.20409 -2.23781
H 2.62744 -1.56024 -2.66267
H 4.34542 -1.16765 -2.60034
H 3.13579 0.11328 -2.80822
H 2.38454 -2.84874 0.39552
H 3.87627 -2.43081 1.24136
H 3.96152 -3.03831 -0.41278
H 5.14813 1.03068 -0.48459
H 5.70486 -0.56530 0.02057
H 4.84031 0.47288 1.16521
H 0.10471 3.79531 1.62444
H 0.72362 6.11395 0.94859
H 2.66555 6.47965 -0.54572
H 3.97926 4.53986 -1.34347
H 3.36720 2.25951 -0.62649
H 2.20475 3.03688 3.22919
H 3.41836 2.67584 5.33987
H 4.12159 0.39304 5.99805
H 3.56497 -1.52720 4.52751
H 2.34545 -1.15099 2.42267
H -3.22881 -1.07116 3.78698
H -5.32941 -0.18678 4.72607
H -6.18317 2.01858 3.99356
H -4.89661 3.34369 2.34152
H -2.75540 2.45112 1.43911
H -0.64661 0.49768 4.46498
H 0.42377 -0.85459 6.23444
H 1.06356 -3.20462 5.78058
H 0.61985 -4.18878 3.55294
H -0.50698 -2.82312 1.80155
C 0.45780 4.91395 -3.65662
C -0.23635 3.56364 -3.71449
C -1.50582 3.61303 -4.55434
O -0.57219 3.16080 -2.36805
C 0.70279 2.47779 -4.32870
O 1.40027 2.84356 -5.28062
O 0.61973 1.32143 -3.82428
H -0.22853 5.67355 -3.26584
H 0.78987 5.20040 -4.65252
H 1.32513 4.85948 -2.99835
H -2.19248 4.37380 -4.16535
H -2.01228 2.64748 -4.53683
H -1.25359 3.86825 -5.58373
H -1.31186 3.69770 -2.06398
N 3.37904 -5.57048 -1.97547
C 2.53144 -5.54272 -3.01240
S 2.56414 -6.66356 -4.22386
C 1.56824 -4.40806 -2.95663
C 1.22553 -3.69442 -4.09702
C 0.44713 -2.55732 -3.95802
N -0.00036 -2.12229 -2.77968
C 0.27944 -2.84715 -1.69645
C 1.05422 -3.99280 -1.73669
H 4.07976 -6.29099 -1.94806
H 3.42216 -4.80612 -1.31801
H 1.59848 -4.00242 -5.06373
H 0.21074 -1.93323 -4.81148
H -0.11086 -2.46799 -0.75286
H 1.26154 -4.53347 -0.82300
B -5.28381 0.54474 -4.50701
C -3.93380 0.49155 -3.66871
N -2.94936 0.45398 -3.06166
H -4.99065 0.66043 -5.68458
H -5.92756 1.50625 -4.12278
H -5.89183 -0.49263 -4.30792
```

Values from the calculation:
Max |F|   0.0105 hartree/bohr
Charge   -2
HOMO energy   -0.0885 Eh
Orbital gap   5.642 eV
Spin multiplicity   1

Atom charges from the Löwdin analysis, given in e for atoms 1 to 5:
1. Ba 1.77
2. C -0.18
3. Si 0.27
4. C -0.16
5. C -0.18

No. 2
Below is 12 unconnected molecules or ions with the total composition C42H54BN14O3S2 at a distorted geometry, with properties calculated with the ωB97M-V functional and the def2-TZVPD basis.

```
116
Properties=species:S:1:pos:R:3
O 4.98532 -1.83656 0.10349
B 5.95828 -1.00006 -0.47749
O 7.05989 -1.56500 -1.15265
O 5.89266 0.43439 -0.46176
C 4.74682 0.92615 -1.03060
C 4.43729 0.63346 -2.43934
N 3.38720 0.99144 -3.17463
N 2.58464 1.75294 -2.45543
C 2.69620 2.16967 -1.18204
C 1.59351 3.12488 -0.60410
C 0.11217 2.70629 -0.98243
C -0.67641 2.18267 0.30917
S -2.38936 2.85894 0.23714
C -3.21294 2.27885 -1.29242
S -2.80556 3.00546 -2.73743
N -4.15457 1.20296 -1.23603
C -4.83672 0.95822 -2.50066
C -4.41244 -0.22836 -3.26237
C -5.04656 -0.57519 -4.53992
C -6.12263 0.25692 -5.09313
C -6.51333 1.45750 -4.32807
C -5.89067 1.81227 -3.06151
C -5.07358 1.30754 -0.11191
C -5.48383 0.04829 0.53675
C -6.39612 0.02069 1.67415
C -6.93664 1.29717 2.19626
C -6.56713 2.55653 1.56196
C -5.64640 2.53679 0.40787
C 3.79375 1.77672 -0.30498
H 5.16333 -1.95207 1.05564
H 7.01650 -1.19344 -2.05860
H 5.19535 0.01040 -2.99007
H 1.74916 2.06971 -2.96634
H 1.71126 3.23778 0.50827
H 1.82525 4.14545 -1.03292
H 0.02409 2.00668 -1.85036
H -0.41927 3.65001 -1.28737
H -0.20323 2.62805 1.22271
H -0.62125 1.06606 0.36193
H -3.61130 -0.86092 -2.81080
H -4.66887 -1.48697 -5.05050
H -6.61009 -0.03198 -6.04900
H -7.32338 2.07593 -4.77202
H -6.22529 2.73571 -2.53543
H -5.08493 -0.92445 0.16565
H -6.69226 -0.94195 2.15968
H -7.60620 1.24612 3.07976
H -6.95600 3.53171 1.94413
H -5.37113 3.49879 -0.08488
H 3.89743 2.07652 0.75676
C 8.29816 -4.47808 -2.84523
C 8.63988 -4.57638 -4.27892
N 8.87527 -4.63703 -5.40048
H 8.45951 -3.45592 -2.50508
H 7.25109 -4.74102 -2.69645
H 8.92137 -5.15390 -2.26031
C -7.02653 0.29301 6.48525
C -7.92500 -0.17021 5.39939
N -8.62142 -0.52891 4.55923
H -6.02302 -0.09349 6.32603
H -6.99029 1.37994 6.49747
H -7.39660 -0.06218 7.44722
C 4.38665 3.62791 4.32788
C 3.46162 3.22874 3.24424
N 2.74340 2.91861 2.40203
H 5.37614 3.21069 4.14176
H 4.46029 4.71361 4.37109
H 4.01774 3.25846 5.28422
C 4.48825 -4.40433 -5.22569
C 5.28246 -3.17694 -4.99272
N 5.90345 -2.22773 -4.80672
H 4.28613 -4.51904 -6.29026
H 5.04162 -5.27459 -4.87271
H 3.54263 -4.34244 -4.68833
C 5.93456 4.66269 -1.83860
C 5.62659 4.83049 -0.39778
N 5.38670 4.95769 0.71799
H 6.27537 5.60928 -2.25671
H 6.71754 3.91505 -1.96499
H 5.04147 4.33831 -2.37322
C 4.46059 -6.15899 -1.45171
C 3.54245 -6.54735 -2.54771
N 2.83233 -6.84770 -3.39836
H 5.45533 -6.56275 -1.64439
H 4.52151 -5.07198 -1.38660
H 4.09322 -6.55263 -0.50457
C -5.24256 1.85604 9.94036
C -4.90772 1.70618 8.50422
N -4.65073 1.59263 7.38730
H -5.10657 2.89291 10.24637
H -6.27952 1.56759 10.11163
H -4.59160 1.21874 10.53970
C 5.54530 -8.90063 -6.01446
C 6.12388 -8.71361 -4.66351
N 6.57132 -8.56881 -3.61647
H 4.66608 -8.26716 -6.13057
H 6.28136 -8.63299 -6.77215
H 5.25487 -9.94166 -6.15134
C -9.51589 -2.47237 -5.05044
C -8.19662 -3.09094 -5.32064
N -7.17463 -3.56917 -5.52996
H -10.24399 -3.24545 -4.80700
H -9.43517 -1.78143 -4.21156
H -9.85598 -1.92693 -5.93025
C 1.79083 7.42365 4.20608
C 2.84778 6.92514 5.11767
N 3.66611 6.53885 5.82463
H 1.85942 8.50744 4.11834
H 1.91296 6.97757 3.21929
H 0.80929 7.15912 4.59821
C -1.84049 -1.12417 7.42623
C -2.18548 -0.90106 8.84942
N -2.45120 -0.72985 9.95509
H -1.52531 -0.18577 6.97116
H -1.02913 -1.84778 7.35160
H -2.70913 -1.50568 6.89070
```

Values from the calculation:
Max |F|   0.0821 hartree/bohr
Charge   +1
HOMO energy   -0.3584 Eh
Orbital gap   5.493 eV
Spin multiplicity   1

Atom charges from the Löwdin analysis, given in e for atoms 1 to 5:
1. O 0.17
2. B -0.67
3. O 0.16
4. O 0.16
5. C -0.15

No. 3
Below is 5 unconnected molecules or ions with the total composition C42H54F4N2OSi at a distorted geometry, with properties calculated with the ωB97M-V functional and the def2-TZVPD basis.

```
104
Properties=species:S:1:pos:R:3
C 1.59166 1.26011 4.48565
O 2.45319 0.29488 3.88549
C 1.84157 -0.97859 3.71488
C 2.31617 -1.67641 2.38317
C 1.21080 -1.31920 1.30741
C 1.75207 -1.42270 -0.17386
C 0.80810 -2.31543 -1.06252
C -0.20162 -1.47472 -1.93686
C -1.48429 -2.32850 -2.21297
C -2.70144 -1.98792 -1.28595
C -2.76067 -2.81769 0.04534
C -3.59285 -2.10411 1.19373
C -2.70637 -1.40276 2.28471
C -3.25476 0.02189 2.71779
Si -2.95223 1.29137 1.34546
N -1.50332 0.77632 0.43439
C -2.60875 3.05729 1.97895
C -1.29197 3.63513 2.03479
C -1.12388 4.95576 2.47966
N -2.02999 5.83836 2.93360
C -3.24227 5.26021 2.86887
C -3.61004 3.98306 2.42130
H 1.36502 2.06939 3.75194
H 0.62092 0.84561 4.82837
H 2.10754 1.67762 5.38035
H 0.72784 -0.92670 3.65431
H 2.13201 -1.64076 4.56445
H 3.27932 -1.24048 2.05290
H 2.34139 -2.76665 2.52167
H 0.95811 -0.25520 1.49907
H 0.36297 -2.01525 1.45049
H 1.74880 -0.39472 -0.59732
H 2.77900 -1.84567 -0.16287
H 1.44882 -2.89234 -1.76205
H 0.20343 -3.00522 -0.44108
H -0.40702 -0.47134 -1.52604
H 0.29404 -1.31246 -2.92496
H -1.80935 -2.12725 -3.26039
H -1.19733 -3.40302 -2.18265
H -3.61324 -2.26115 -1.86741
H -2.79718 -0.90760 -1.06109
H -3.31698 -3.75331 -0.20061
H -1.76220 -3.12799 0.41266
H -4.35490 -1.44930 0.72520
H -4.15154 -2.93720 1.68296
H -2.68547 -2.03800 3.19849
H -1.66708 -1.36720 1.90526
H -2.79040 0.34380 3.67273
H -4.35027 -0.11136 2.85376
H -4.07487 1.38633 0.40162
H -0.75484 0.76401 1.13646
H -1.27480 1.58751 -0.15204
H -0.41783 3.04383 1.72663
H -0.08372 5.34463 2.46050
H -4.07065 5.90568 3.22777
H -4.67136 3.69180 2.41123
F 0.53494 1.68333 -1.69528
C 1.50001 2.60825 -1.54555
C 2.65415 2.52972 -2.29782
C 3.63950 3.49240 -2.13030
C 3.46046 4.51474 -1.20359
C 2.29397 4.57561 -0.44955
C 1.30485 3.61783 -0.62807
H 2.77869 1.72064 -3.00726
H 4.54627 3.44572 -2.72020
H 4.23164 5.26343 -1.06975
H 2.15526 5.36790 0.27568
H 0.38655 3.65344 -0.05829
F -6.14052 -1.79713 -1.02219
C -7.02876 -2.73760 -0.65488
C -6.61626 -4.05287 -0.55512
C -7.53183 -5.02299 -0.17098
C -8.84818 -4.66813 0.09800
C -9.24875 -3.34254 -0.01134
C -8.33280 -2.36847 -0.38498
H -5.58800 -4.31052 -0.77671
H -7.21912 -6.05577 -0.08196
H -9.56227 -5.42709 0.39348
H -10.27546 -3.06691 0.19443
H -8.62421 -1.32903 -0.46723
F 4.13320 -3.84524 2.00481
C 5.42667 -3.55162 2.22936
C 5.78997 -2.98161 3.43487
C 7.12535 -2.68282 3.66776
C 8.07711 -2.94752 2.69055
C 7.69553 -3.51617 1.48196
C 6.36237 -3.82587 1.25016
H 5.03243 -2.77521 4.18060
H 7.42376 -2.24287 4.61095
H 9.11808 -2.70971 2.87244
H 8.43680 -3.71852 0.71907
H 6.04702 -4.27716 0.31792
F 4.31312 1.53348 -5.88725
C 3.73433 2.67381 -6.30616
C 2.40858 2.65743 -6.69798
C 1.81088 3.83555 -7.12466
C 2.54636 5.01319 -7.16505
C 3.87838 5.01544 -6.77347
C 4.47561 3.84134 -6.33607
H 1.85276 1.72868 -6.66763
H 0.77111 3.83479 -7.42638
H 2.07922 5.93034 -7.50237
H 4.45315 5.93241 -6.80857
H 5.51082 3.82752 -6.01877
```

Values from the calculation:
Max |F|   0.0538 hartree/bohr
HOMO energy   -0.3417 Eh
Structure (SMILES)   COCCCCCCCCCCCC[Si@H](N)c1ccncc1.Fc1ccccc1.Fc1ccccc1.Fc1ccccc1.Fc1ccccc1
Orbital gap   9.811 eV
Spin multiplicity   1

Atom charges from the Löwdin analysis, given in e for atoms 1 to 5:
1. C -0.11
2. O -0.19
3. C -0.24
4. C -0.16
5. C -0.19

No. 4
Below is a molecular structure, C42H54N3O10P2PtS at a distorted geometry, with properties calculated with the ωB97M-V functional and the def2-TZVPD basis.

```
113
Properties=species:S:1:pos:R:3
Pt -0.40626 0.42691 0.72106
O -3.83041 -1.49767 2.76554
S -3.15029 -1.38327 1.50537
O -2.28075 -2.47661 1.17307
N -2.32874 0.02595 1.41955
C -2.88032 1.09445 2.14240
C -4.19339 1.26791 2.52713
C -4.57327 2.35105 3.34030
C -3.67069 3.29246 3.74485
C -2.33350 3.18444 3.31145
C -1.34228 4.13506 3.63282
C -0.06435 3.95462 3.18983
C 0.23403 2.83166 2.40469
N -0.67336 1.94439 2.06344
C -1.95504 2.08547 2.51159
C -4.37792 -1.33016 0.23352
C -5.58506 -1.98138 0.44746
C -6.51507 -2.02196 -0.57992
C -6.23805 -1.40828 -1.79466
C -5.02990 -0.75178 -1.99005
C -4.08698 -0.71848 -0.97386
H -4.95250 0.56060 2.23594
H -5.60664 2.42163 3.65257
H -3.95773 4.11673 4.38398
H -1.61557 4.99491 4.23222
H 0.72558 4.65198 3.42898
H 1.24212 2.65366 2.08135
H -5.78267 -2.44372 1.40559
H -7.45672 -2.53353 -0.43242
H -6.96748 -1.44215 -2.59320
H -4.83104 -0.26048 -2.93412
H -3.12441 -0.24451 -1.10394
C -0.00176 -4.64764 2.52108
C 0.51440 -3.23649 2.70727
C -0.23782 -2.47985 3.78268
O 0.47368 -2.42554 1.49190
P 0.15567 -2.60402 -0.02999
O -0.45634 -1.38507 -0.67874
C 1.86636 -2.79366 -0.64794
P 2.74137 -1.32717 -0.10414
O 1.78796 -0.20981 0.05017
O 3.49883 -1.62575 1.23361
C 4.51957 -2.60380 1.58125
C 5.41484 -1.92674 2.59779
C 5.30658 -3.12728 0.39464
O 3.90144 -0.99859 -1.12250
C 3.76702 -0.62575 -2.52399
C 4.26027 -1.78661 -3.36517
C 2.36905 -0.17246 -2.90555
O -0.40205 -4.03379 -0.33640
C -1.32082 -4.54552 -1.35942
C -2.75139 -4.58539 -0.87485
C -1.16380 -3.79034 -2.66578
H 0.04853 -5.15730 3.48321
H 0.59026 -5.20754 1.79739
H -1.03790 -4.62863 2.18709
H 1.57604 -3.25942 2.96520
H -1.30988 -2.51998 3.60451
H 0.07920 -1.43625 3.79795
H -0.02615 -2.92413 4.75579
H 1.88861 -2.85163 -1.73591
H 2.28380 -3.71023 -0.23008
H 3.98726 -3.42828 2.06354
H 5.97564 -1.12086 2.12208
H 6.11968 -2.64871 3.00954
H 4.82289 -1.50613 3.40939
H 5.83688 -2.31512 -0.09987
H 4.66813 -3.61782 -0.34104
H 6.03200 -3.85722 0.75252
H 4.45543 0.21315 -2.63396
H 3.60921 -2.65588 -3.25165
H 5.27107 -2.07158 -3.07585
H 4.26690 -1.50379 -4.41801
H 1.63709 -0.97765 -2.81253
H 2.38534 0.14786 -3.94750
H 2.03252 0.64728 -2.27137
H -0.96709 -5.56959 -1.48272
H -3.18917 -3.59155 -0.85414
H -2.81073 -5.01205 0.12539
H -3.32654 -5.21304 -1.55712
H -1.38266 -2.73235 -2.51826
H -1.85699 -4.19387 -3.40274
H -0.14977 -3.89148 -3.05775
C 1.02376 3.77507 -4.26728
O 0.58748 4.15645 -2.97287
C -0.55727 3.61471 -2.50305
C -1.27810 2.60275 -3.12088
C -2.48023 2.17476 -2.57338
C -2.98996 2.76475 -1.42647
C -2.26755 3.76704 -0.80318
C -1.05415 4.17023 -1.32155
N -0.35628 5.23359 -0.69741
C 0.93020 5.39568 -0.42605
C 2.01066 4.52552 -0.31012
C 3.26934 5.19722 -0.14000
C 4.42014 4.53267 0.11241
C 4.36152 3.12107 0.24124
C 3.19752 2.42955 0.11235
C 1.94299 3.07025 -0.18676
O 0.84650 2.44814 -0.23018
H 1.90127 4.38019 -4.47675
H 0.25345 3.97685 -5.01504
H 1.29757 2.72176 -4.29490
H -0.91108 2.14729 -4.02945
H -3.02300 1.37849 -3.06594
H -3.94435 2.46553 -1.01748
H -2.63779 4.23274 0.10333
H -0.93542 6.03341 -0.48968
H 1.16223 6.43261 -0.20108
H 3.28124 6.27812 -0.22738
H 5.35374 5.06148 0.23986
H 5.27146 2.57466 0.46192
H 3.18013 1.36262 0.24428
```

Values from the calculation:
Max |F|   0.0392 hartree/bohr
Charge   +1
HOMO energy   -0.3653 Eh
Orbital gap   7.448 eV
Spin multiplicity   1

Atom charges from the Löwdin analysis, given in e for atoms 1 to 5:
1. Pt 1.17
2. O -0.27
3. S 0.61
4. O -0.32
5. N -0.22

Which of these has the highest orbital gap? C42H54F4N2OSi

What is the HOMO energy in the first record? -0.0885 Eh